Record 1
10 unconnected molecules or ions with the total composition C44H95Cl3F7NO23, computed with ωB97M-V/def2-TZVPD.

As for the SMILES: C=CC(=O)OCCCCCC[C@@](CCCOC)(C[C@H](C)Cl)OC[C@@](N)(OC[C@@H](Cl)[C@H](C)Cl)C(F)(F)C(F)(F)C(F)(F)F.OCCO.OCCO.OCCO.OCCO.OCCO.OCCO.OCCO.OCCO.OCCO. Its charge is 0. For the LUMO energy, the calculation gives 0.09 eV. The energy is -5598.085687 a.u. The calculation puts the relative energy (zero: lowest compared OMol25 entry of this formula, charge and spin) at 2.115 eV. Its HOMO-LUMO gap is 8.70 eV.

Last column: Mulliken charge in e.
Cartesian coordinates (Å):
H (-2.7394, -1.5027, 3.7891)  0.407
H (-4.6426, 6.3551, -4.5189)  0.318
H (4.2848, -3.9003, 5.6427)  0.386
O (2.1433, -0.6255, -1.3930)  0.044
C (0.8608, -7.4186, -1.8032)  -1.054
C (3.9790, -4.2615, 3.5345)  -0.003
C (0.3649, 4.1860, 0.0269)  -1.425
O (1.4363, 0.2939, -6.1382)  -0.461
H (-3.5697, 3.0947, 0.0035)  0.299
C (-4.7996, 3.4950, -1.4297)  0.016
H (-0.4983, -5.9794, -0.9169)  0.416
O (-4.6869, 1.2211, -0.6361)  -0.379
C (2.2910, -7.4999, -2.3333)  -0.575
H (-5.2232, -2.8574, 7.1855)  0.279
H (-3.2048, -0.0768, 0.0592)  -0.408
H (-5.5687, 1.2610, -0.2467)  0.237
H (0.1344, 4.4778, 5.0297)  -0.419
H (2.9586, -7.1874, -1.5273)  0.342
H (1.5942, -3.3985, 0.4826)  -0.561
C (1.3714, 5.9055, 4.0097)  -0.463
C (-4.4031, -1.1446, 2.4732)  -0.366
H (2.4454, -1.5389, -3.7176)  0.265
Cl (-2.0496, -2.8021, -1.5592)  -0.216
C (-9.7982, 6.8271, -4.5506)  -0.417
H (-3.3599, 8.2977, -3.6026)  0.326
C (0.6408, 5.4250, 5.2427)  0.413
C (7.2739, -0.7991, 2.1777)  0.559
C (-4.6943, 2.0352, -1.8156)  -0.682
H (0.1605, -7.9093, -2.4814)  0.442
H (-4.4688, -4.4447, 7.4718)  0.285
C (-0.1311, -1.0194, -0.5449)  -1.868
H (-4.7729, 4.1370, -2.3082)  0.112
O (-9.8306, 5.1940, -2.7798)  -0.518
H (1.9763, -1.6526, -5.9232)  0.427
H (-1.3746, 1.4369, 3.8977)  0.209
Cl (2.2214, 3.7897, -1.8439)  -0.211
C (3.4620, -4.0094, 4.9356)  -0.439
H (4.8915, -5.0572, -1.1462)  0.270
H (-6.9326, -4.5480, 7.9517)  0.330
H (-10.4826, 5.6883, -2.2695)  0.307
H (2.3507, 4.8277, 5.9016)  0.359
H (-2.2760, -0.1385, 5.8383)  0.242
H (9.2491, -0.7624, -4.5026)  0.283
F (8.0302, -1.4164, 1.3143)  -0.234
C (4.8320, -6.0896, -3.0022)  -0.404
O (2.8781, -4.4450, 2.6394)  -0.369
H (-2.9723, -1.7859, 0.5756)  0.758
H (0.8608, -7.9739, -0.8570)  0.337
C (0.9663, -1.4140, -1.5812)  1.761
H (-0.3213, 3.4012, -0.2877)  0.346
C (-1.5257, 2.3587, 5.5810)  -0.270
H (-6.1219, 8.8881, -3.6425)  0.274
C (0.4340, -5.9776, -1.4891)  -0.319
C (1.3015, -0.9391, -5.4277)  -0.882
F (6.7850, 0.7130, 0.4809)  -0.168
F (4.1811, -1.0197, 2.0973)  -0.285
C (-2.8885, 1.7105, 5.6701)  -0.731
H (5.7785, -0.5281, -1.3497)  0.315
H (-5.5245, 1.7338, -2.4605)  0.393
H (0.2596, -5.4179, -2.4130)  0.252
H (3.9178, 2.7543, 1.0727)  0.773
H (-4.9862, -4.7651, 5.1406)  0.314
H (-11.1683, 5.1598, -4.3589)  0.340
H (7.4795, 1.3002, -3.0913)  0.263
H (1.9023, 6.8341, 4.2179)  0.322
C (2.7205, -0.8325, -0.1452)  -1.648
H (-0.0216, -3.8041, -0.0715)  0.124
H (-1.8793, -0.3842, -1.6977)  0.649
O (-3.7165, 3.8540, -0.5766)  -0.488
H (3.0217, 1.5052, -5.6747)  0.225
H (2.4886, 4.3775, 0.4898)  0.407
H (2.4724, -5.1696, -1.1012)  -0.814
O (2.6474, -5.0926, 5.3625)  -0.570
H (6.3542, -4.8125, -2.2495)  0.261
C (3.3909, 1.8333, 0.7978)  -1.471
H (-5.7332, 3.6800, -0.8834)  0.219
F (5.4382, -1.9761, 0.6681)  -0.344
C (8.6729, 0.1619, -4.4799)  -0.620
H (2.1250, -0.4446, 0.6929)  -0.250
H (2.1433, -5.3697, 4.5851)  0.349
H (-4.5831, -0.8828, 1.4299)  0.025
C (-10.1178, 5.3973, -4.1645)  -0.479
H (4.5993, -3.4301, 3.1857)  -0.095
O (4.1247, 1.2233, -0.2423)  -0.601
H (8.8662, 0.4652, -2.3479)  0.327
H (9.3195, 0.9944, -4.7731)  0.344
O (-1.0812, 2.2956, 4.2331)  -0.423
C (4.1407, -0.1836, -0.1624)  1.207
H (-0.0965, 6.1586, 5.5728)  0.401
H (2.9042, -1.8938, 0.0775)  0.686
H (-2.4399, -0.2480, 2.5667)  -0.185
H (1.5850, -5.7343, 0.3015)  0.585
H (-5.0351, 8.7795, -5.0466)  0.332
H (3.4904, -0.1577, -6.0804)  0.277
H (-3.5983, 2.2238, 5.0220)  0.294
C (-1.5979, -1.1525, -0.9867)  1.019
C (-5.5247, 6.8821, -4.1291)  -0.379
O (2.4541, -6.7267, -3.5323)  -0.363
O (-4.9861, -2.4301, 2.6836)  -0.597
H (3.3094, 1.2495, 1.7153)  0.438
H (2.3141, -3.0646, -1.9335)  -0.147
H (-5.9741, -6.4014, 7.0754)  0.315
H (-9.4867, 4.7043, -4.7198)  0.255
F (5.7944, 0.9478, 2.4077)  -0.308
O (-2.7844, 0.3650, 5.1905)  -0.328
N (4.7664, -0.6221, -1.3915)  -0.392
H (-2.9350, -2.9193, 1.8548)  0.440
O (3.1801, -4.6708, -3.7482)  -0.371
H (-8.2204, 6.6661, -3.4452)  0.342
H (4.5636, -5.1805, 3.5043)  0.339
H (5.3420, -6.9636, -3.3996)  0.431
H (6.7742, -0.9521, -3.5681)  0.310
H (0.0039, 0.0573, -0.3713)  -0.047
C (1.6625, -0.8129, -3.9328)  0.084
O (1.5579, 5.2048, 6.3072)  -0.557
C (1.4738, -5.2123, -0.6585)  0.018
C (1.2577, -2.9263, -1.6688)  -0.731
H (2.4365, -3.5920, 2.5439)  0.170
H (0.2881, -1.3075, -5.6094)  0.372
H (1.5909, 1.5711, -0.4327)  -0.762
O (7.2359, -0.7031, -2.7544)  -0.420
H (-4.8942, -0.4093, 3.1180)  0.373
H (-0.8035, 1.8192, 6.2068)  0.246
H (-6.3758, 6.6669, -4.7665)  0.316
H (-4.9639, -2.6064, 3.6347)  0.399
C (3.4260, -5.7769, -3.4528)  0.657
H (-10.4161, 7.5238, -3.9691)  0.260
H (-1.5553, 3.4012, 5.8959)  0.375
H (0.1279, 4.5597, 1.0231)  0.117
C (1.0220, -3.7352, -0.3862)  0.624
H (-7.2591, -4.0151, 6.2864)  0.272
C (1.9704, 2.2382, 0.3367)  0.812
Cl (0.8906, 1.9584, 1.7931)  0.028
H (-1.8192, -0.5704, 1.1097)  0.237
H (-0.0951, -0.0202, -2.9396)  0.423
C (6.1951, 0.0881, 1.4757)  0.520
O (2.3575, 4.9440, 3.6310)  -0.547
F (8.0812, 0.0074, 2.8532)  -0.289
C (-2.4796, -0.8588, 0.2883)  -1.506
F (6.7541, -1.6327, 3.0337)  -0.220
H (-0.0009, -1.4895, 0.4340)  0.345
C (4.9796, -0.7652, 1.0387)  0.401
H (1.8966, 4.1631, 3.3023)  0.272
O (-6.4762, -5.8826, 6.4360)  -0.530
H (-9.9778, 6.9958, -5.6130)  0.328
O (7.6198, 0.0130, -5.4347)  -0.511
H (2.5262, -8.5447, -2.5653)  0.402
H (2.8504, -3.0976, 4.9552)  0.229
H (0.7032, -3.4128, -2.4676)  1.097
H (0.6785, 6.0678, 3.1776)  0.220
C (2.7947, 0.6525, -6.3266)  -0.675
C (-5.1857, -3.8942, 6.8500)  -0.296
C (-2.9173, -1.2110, 2.7527)  0.414
H (2.0468, 0.1967, -3.7829)  0.378
C (1.8283, 3.7190, -0.0703)  0.825
O (-4.7084, -3.9144, 5.5102)  -0.490
H (2.9630, 0.9328, -7.3707)  0.307
H (4.4749, -1.5590, -1.6312)  0.019
H (-0.1713, -1.7641, -3.4203)  0.511
C (5.3878, -5.2875, -2.0880)  -0.583
O (-2.3055, -2.1873, 1.9126)  -0.475
H (-3.2727, 1.7149, 6.6944)  0.335
O (-4.1604, 8.6232, -3.1749)  -0.560
C (0.4361, -0.9715, -2.9888)  -1.947
H (0.1807, 5.0212, -0.6532)  0.468
C (-6.5524, -4.5427, 6.9259)  -0.502
C (-5.2592, 8.3692, -4.0575)  -0.457
H (-3.7534, 1.8459, -2.3324)  0.238
H (-5.2081, 6.8426, -2.2245)  0.333
O (-5.8010, 6.3716, -2.8272)  -0.456
O (-8.4341, 7.1178, -4.2772)  -0.450
C (8.0837, 0.3837, -3.1030)  -0.348
H (7.1916, 0.8714, -5.5359)  0.304


Record 2
2 unconnected molecules or ions with the total composition C6H12O, computed with ωB97M-V/def2-TZVPD.

As for the SMILES: C=CC=C(C)C.O. Its charge is 0. For the LUMO energy, the calculation gives 0.80 eV. The energy is -310.977770 a.u. The calculation puts the relative energy (zero: lowest compared OMol25 entry of this formula, charge and spin) at 2.218 eV. Its HOMO-LUMO gap is 9.61 eV.

Last column: natural (NBO) charge in e.
Cartesian coordinates (Å):
H (-0.8668, 4.0182, 4.6922)  0.463
C (0.7916, -0.9693, -0.5135)  0.052
H (1.8229, -2.9314, -0.2351)  0.217
H (-2.7400, -0.1013, -1.3571)  0.201
H (1.1527, 1.1598, -0.0879)  0.228
H (1.4742, -2.0151, 1.2746)  0.211
H (-0.0709, 0.3035, -3.2071)  0.211
H (0.2005, -2.8150, 0.3170)  0.215
C (-0.8406, -0.0300, -2.3283)  -0.214
H (-1.0255, 2.8460, 5.5624)  0.463
H (2.6238, 0.1932, 0.0919)  0.220
C (-0.2383, -1.0383, -1.3884)  -0.264
C (1.6886, 0.2467, -0.4190)  -0.667
H (-2.6663, 0.8940, -2.9267)  0.202
C (1.1247, -2.2467, 0.2919)  -0.635
H (1.9226, 0.5001, -1.4653)  0.221
O (-1.4958, 3.6547, 5.3181)  -0.926
H (-0.7378, -1.9857, -1.4374)  0.196
C (-2.1194, 0.3166, -2.1821)  -0.395


Record 3
A molecular structure, C6H12N3, computed with ωB97M-V/def2-TZVPD.

Its charge is +1. For the LUMO energy, the calculation gives -3.59 eV. The energy is -399.645507 a.u. The calculation puts the relative energy (zero: lowest compared OMol25 entry of this formula, charge and spin) at 6.409 eV. Its HOMO-LUMO gap is 9.58 eV.

Last column: natural (NBO) charge in e.
Cartesian coordinates (Å):
C (-0.2649, 0.0602, 0.3393)  0.121
C (1.0742, 0.3503, 2.4508)  -0.629
N (-2.3166, -1.3151, 0.4526)  -0.115
H (-2.9290, 0.2850, -0.8356)  0.263
H (1.2714, 2.4832, 0.0315)  0.240
C (0.0322, -1.2024, -1.8037)  -0.370
H (2.5035, 1.6595, 0.7186)  0.238
C (-2.1918, -0.6575, -0.8370)  -0.139
H (0.4386, -1.8930, -1.2201)  0.232
H (1.9746, -0.0736, 2.3244)  0.240
C (1.6568, 1.4823, 0.1751)  -0.672
C (0.6846, 0.6077, 1.0711)  0.087
H (2.0827, 1.0389, -0.7657)  0.223
H (-2.6112, -1.3386, -1.7181)  0.273
H (0.9842, 1.2942, 2.9215)  0.248
N (-0.7535, -0.1312, -0.9789)  -0.436
H (-0.5404, -1.4973, -2.6874)  0.240
N (-1.5309, -1.0701, 1.3154)  0.012
H (-0.6966, 0.7550, -1.5956)  0.476
H (0.8543, -0.5230, -2.1235)  0.220
H (0.2777, -0.3144, 2.7650)  0.249


Record 4
2 unconnected molecules or ions with the total composition C2H6Br2N, computed with ωB97M-V/def2-TZVPD.

Its charge is +1. For the LUMO energy, the calculation gives -6.24 eV. The energy is -5282.194343 a.u. The calculation puts the relative energy (zero: lowest compared OMol25 entry of this formula, charge and spin) at 2.959 eV. Its HOMO-LUMO gap is 8.41 eV.

Last column: natural (NBO) charge in e.
Cartesian coordinates (Å):
N (-0.3515, -0.6781, -1.4358)  -0.871
Br (2.2942, -0.0435, -1.7198)  0.294
H (-0.9706, -0.2780, -0.6421)  0.450
C (0.0223, 0.7418, 1.7851)  -0.632
H (0.2690, 1.7895, 1.9095)  0.246
H (-0.8266, -1.5603, -1.6867)  0.476
C (0.9657, -0.9894, -0.9029)  0.077
H (0.6887, 0.2660, 1.0546)  0.204
H (0.1037, 0.2112, 2.7312)  0.253
H (-0.4045, -0.0210, -2.2349)  0.430
Br (-1.7905, 0.5617, 1.1419)  0.074


no.,molecular weight (g mol⁻¹)
1,1245.6
2,100.2
3,126.2
4,203.9